## w
Density functional theory data (wB97M-V/def2-TZVPD) for a 2-piece molecular cluster, ClF2HSi overall.

```
! wB97M-V def2-TZVPD RIJCOSX def2/J DEFGRID3
* xyz 0 1
F -0.44846 1.14716 2.46783
F -0.25124 0.29052 -2.38465
Si 0.20580 -0.05508 -0.80584
Cl 1.07388 -1.82038 -1.17864
H -0.57998 0.43778 1.90130
*
```

Output
**E_LUMO**: -0.986 eV
**HOMO energy**: -10.635 eV

Results of the natural (NBO) charge analysis, in e, for atoms 1 through 4: -0.557 -0.695 1.153 -0.452



## x
Density functional theory data (wB97M-V/def2-TZVPD) for a 2-piece molecular cluster, ClF2HSi overall.

```
! wB97M-V def2-TZVPD RIJCOSX def2/J DEFGRID3
* xyz 0 1
F -0.14804 -1.18398 0.20558
F -1.93772 1.59852 0.29191
Si -3.21836 0.95059 -0.58297
Cl -3.44092 -0.73503 0.53295
H -0.33045 -0.15844 0.11623
*
```

Output
**E_LUMO**: -0.895 eV
**HOMO energy**: -10.540 eV

Results of the natural (NBO) charge analysis, in e, for atoms 1 through 4: -0.573 -0.716 1.176 -0.458



Verdict on stability: w comes out on top.



## w
Density functional theory data (wB97M-V/def2-TZVPD) for a 2-piece molecular cluster, ClF2HSi overall.

```
! wB97M-V def2-TZVPD RIJCOSX def2/J DEFGRID3
* xyz 0 1
F -1.65158 -0.74636 -1.49474
F -2.79003 -0.39601 0.69401
Si -1.46708 -0.99824 0.07227
Cl -1.28721 -2.90949 0.46357
H 0.32721 0.19187 0.02914
*
```

Output
**E_LUMO**: -0.424 eV
**HOMO energy**: -10.778 eV

Results of the natural (NBO) charge analysis, in e, for atoms 1 through 4: -0.664 -0.647 1.885 -0.357



## x
Density functional theory data (wB97M-V/def2-TZVPD) for a 2-piece molecular cluster, ClF2HSi overall.

```
! wB97M-V def2-TZVPD RIJCOSX def2/J DEFGRID3
* xyz 0 1
F -0.63587 2.07801 -1.25927
F 1.55282 1.34233 -1.79474
Si 0.66019 1.56481 -0.52444
Cl 1.59080 2.62142 0.85116
H -0.26341 0.13900 0.43707
*
```

Output
**E_LUMO**: 0.434 eV
**HOMO energy**: -11.099 eV

Results of the natural (NBO) charge analysis, in e, for atoms 1 through 4: -0.656 -0.646 1.893 -0.361



Verdict on stability: x comes out on top.



## w
Density functional theory data (wB97M-V/def2-TZVPD) for one molecule with the formula C16H20N4O3S.

```
! wB97M-V def2-TZVPD RIJCOSX def2/J DEFGRID3
* xyz 0 1
C -2.90668 -2.45943 1.40276
H -1.89552 -2.68686 1.73479
O -2.86354 -1.12332 0.95848
C -3.96770 -0.58679 0.38554
C -5.21898 -1.18842 0.32345
C -6.28993 -0.52013 -0.24541
C -6.13690 0.75407 -0.76058
C -4.89448 1.36164 -0.72077
C -3.81431 0.69795 -0.16239
N -2.55384 1.31868 -0.13199
C -1.33658 0.82703 -0.52227
N -0.41195 1.74019 -0.35194
N -0.99750 2.83457 0.15982
C -2.26194 2.58862 0.28538
H -2.99126 3.26635 0.67672
S -1.11419 -0.74409 -1.21300
C 0.55894 -0.56486 -1.91660
C 1.65984 -0.87674 -0.90643
O 2.30870 -1.90243 -0.96805
N 1.79995 0.06271 0.04040
C 2.91395 0.04856 0.95065
H 3.28891 -0.97683 0.98413
H 2.58247 0.35409 1.94624
C 4.03162 1.00014 0.46363
H 3.68602 2.03497 0.54995
C 5.34799 0.72994 1.20325
H 5.96869 1.62544 1.18443
H 5.18397 0.43674 2.23778
C 5.98139 -0.38479 0.35948
H 5.84176 -1.35919 0.82492
H 7.04858 -0.22334 0.22123
C 5.22003 -0.31221 -0.98042
H 5.87631 -0.12769 -1.83348
O 4.33326 0.79114 -0.89567
H 4.65110 -1.23164 -1.16398
H 1.24371 0.91493 -0.03686
H 0.65001 0.45048 -2.29810
H 0.60532 -1.29015 -2.72811
H -4.74943 2.34860 -1.13403
H -6.97531 1.27151 -1.19887
H -7.25368 -1.00455 -0.28072
H -5.36553 -2.17743 0.72639
H -3.60184 -2.57947 2.23937
H -3.18142 -3.13799 0.59089
*
```

Output
**E_LUMO**: 0.560 eV
**HOMO energy**: -8.588 eV

Results of the natural (NBO) charge analysis, in e, for atoms 1 through 4: -0.254 0.214 -0.494 0.290



## x
Density functional theory data (wB97M-V/def2-TZVPD) for C16H20N4O3S as an isolated structure.

```
! wB97M-V def2-TZVPD RIJCOSX def2/J DEFGRID3
* xyz 0 1
C -1.74807 -3.45572 0.93817
H -2.01284 -3.15464 1.95717
O -0.36322 -3.67860 0.80323
C 0.47399 -2.61696 0.90228
C 0.11099 -1.35561 1.36577
C 1.04269 -0.33289 1.39652
C 2.33781 -0.54586 0.95197
C 2.71359 -1.81573 0.52301
C 1.79482 -2.84050 0.50535
H 2.06546 -3.82510 0.16024
H 3.72673 -1.98885 0.19264
N 3.27317 0.52144 0.91362
C 3.75596 1.12103 -0.19586
O 4.64100 1.94644 -0.15273
C 3.08210 0.71188 -1.51006
H 3.28980 -0.33421 -1.74913
H 3.47083 1.35541 -2.30536
O 1.67768 0.91625 -1.40661
C 0.87116 -0.11162 -1.70397
N 1.28586 -1.23581 -2.21528
S 0.02005 -2.25684 -2.37884
N -1.11844 -1.23369 -1.78984
C -0.55580 -0.09042 -1.45272
N -1.27928 0.89847 -0.88285
C -2.70137 0.66443 -0.72091
H -3.19859 0.61530 -1.69952
C -3.32101 1.75334 0.15534
C -2.30443 2.18842 1.20552
C -1.12929 2.89253 0.51978
C -0.87619 2.28404 -0.86900
H -1.45563 2.83163 -1.62572
H 0.17617 2.35874 -1.13066
H -0.23458 2.80589 1.13677
H -1.34466 3.95527 0.40128
H -2.76624 2.85323 1.93627
H -1.94865 1.30303 1.73545
H -4.22379 1.36396 0.62673
H -3.60755 2.61599 -0.44828
H -2.81472 -0.31754 -0.25287
H 3.65223 0.85471 1.79096
H 0.75364 0.64764 1.74292
H -0.89698 -1.15660 1.69288
H -2.22130 -4.40980 0.71309
H -2.09314 -2.70211 0.22324
*
```

Output
**E_LUMO**: 0.670 eV
**HOMO energy**: -7.850 eV

Results of the natural (NBO) charge analysis, in e, for atoms 1 through 4: -0.259 0.171 -0.495 0.305



Verdict on stability: x comes out on top.



## w
Density functional theory data (wB97M-V/def2-TZVPD) for a 2-piece molecular cluster, C4H10OSi2 overall.

```
! wB97M-V def2-TZVPD RIJCOSX def2/J DEFGRID3
* xyz 0 1
C 2.24408 -1.01710 0.50492
C -1.61127 0.91789 2.23451
C 1.20273 -0.72338 1.25801
C -1.79107 -0.30048 1.86796
O -0.77597 -2.87224 0.41307
Si -0.11882 1.14760 -3.28405
Si -0.48815 -1.51004 1.02868
H 3.19466 -0.62410 0.76685
H 2.20454 -1.37433 -0.59120
H -2.30891 1.37079 3.01815
H -0.78900 1.56530 1.94310
H 1.51288 -0.27012 2.24620
H -2.61687 -0.92341 2.13604
H 1.03694 0.92275 -4.04956
H -0.39570 2.50056 -3.74775
H 0.28808 1.19716 -1.89830
H -0.78816 -0.00683 -3.84662
*
```

Output
**E_LUMO**: -0.314 eV
**HOMO energy**: -10.037 eV

Results of the natural (NBO) charge analysis, in e, for atoms 1 through 4: -0.283 -0.329 -0.768 -0.670



## x
Density functional theory data (wB97M-V/def2-TZVPD) for one molecule with the formula C4H10OSi2.

```
! wB97M-V def2-TZVPD RIJCOSX def2/J DEFGRID3
* xyz 0 1
C 0.67695 -2.57207 0.05632
C -2.65183 -0.60417 0.34965
C 0.56017 -1.38079 0.67608
C -1.59503 0.16066 0.62198
O -0.15398 -0.17739 -1.91318
Si 1.08646 2.22227 0.00404
Si 0.07311 0.17209 -0.35770
H 0.91201 -3.46783 0.69156
H 0.66170 -2.64179 -1.02582
H -3.21715 -0.97976 1.18869
H -2.68602 -0.98442 -0.58502
H 0.71510 -1.31900 1.74415
H -1.50138 0.40858 1.69595
H 0.10597 0.42698 -2.63911
H 1.64248 2.29282 -1.38373
H 0.18214 3.24506 -0.06488
H 2.05738 2.41875 1.13239
*
```

Output
**E_LUMO**: 0.534 eV
**HOMO energy**: -9.122 eV

Results of the natural (NBO) charge analysis, in e, for atoms 1 through 4: -0.389 -0.377 -0.609 -0.618



Verdict on stability: x comes out on top.



## w
Density functional theory data (wB97M-V/def2-TZVPD) for one molecule with the formula H2N4O3.

```
! wB97M-V def2-TZVPD RIJCOSX def2/J DEFGRID3
* xyz 0 1
N 1.70751 0.34885 0.26237
N 0.71690 0.33206 -0.58513
N -0.14317 -0.74546 -0.38633
N -1.45459 -0.40807 0.29932
O -1.73497 0.76000 0.15058
O 2.47859 1.28521 0.12033
O -1.98361 -1.33613 0.83533
H 0.17976 1.20169 -0.90144
H 0.23358 -1.43815 0.20499
*
```

Output
**E_LUMO**: -0.306 eV
**HOMO energy**: -10.244 eV

Results of the natural (NBO) charge analysis, in e, for atoms 1 through 4: 0.209 -0.269 -0.334 0.637



## x
Density functional theory data (wB97M-V/def2-TZVPD) for one molecule with the formula H2N4O3.

```
! wB97M-V def2-TZVPD RIJCOSX def2/J DEFGRID3
* xyz 0 1
N -0.07124 -0.41948 -0.54581
N 1.54778 0.77442 0.09709
N 0.37145 0.27070 0.39229
N -1.93874 -0.36635 0.88915
O -1.38058 -0.98767 -0.31415
O 0.39800 -0.61644 -1.67634
O -2.70538 -1.07040 1.40232
H 1.70244 0.88318 -0.94966
H 2.07627 1.53204 0.70511
*
```

Output
**E_LUMO**: -0.555 eV
**HOMO energy**: -9.169 eV

Results of the natural (NBO) charge analysis, in e, for atoms 1 through 4: 0.469 -0.644 -0.065 0.398



Verdict on stability: w comes out on top.



## w
Density functional theory data (wB97M-V/def2-TZVPD) for a 2-piece molecular cluster, CH5NOS2 overall.

```
! wB97M-V def2-TZVPD RIJCOSX def2/J DEFGRID3
* xyz 0 1
S -1.98092 1.18734 0.95672
S -2.97044 3.03145 0.89230
H -3.09026 0.28321 1.26829
H -3.37343 2.86541 -0.36059
C 1.74164 -1.09859 -1.11543
N 1.95608 -1.34327 0.22595
O 2.62603 -0.85499 -1.90027
H 0.76396 -1.42253 -1.49534
H 2.74832 -1.86567 0.55635
H 1.57899 -0.78235 0.97200
*
```

Output
**E_LUMO**: 0.056 eV
**HOMO energy**: -9.797 eV

Results of the natural (NBO) charge analysis, in e, for atoms 1 through 4: -0.171 -0.104 0.150 0.126



## x
Density functional theory data (wB97M-V/def2-TZVPD) for a 2-piece molecular cluster, CH5NOS2 overall.

```
! wB97M-V def2-TZVPD RIJCOSX def2/J DEFGRID3
* xyz 0 1
C 1.90438 -0.73019 -1.14502
N -2.48503 0.67830 0.70660
O 0.90914 0.57687 2.15140
S -1.12479 -0.09874 -0.01408
S 0.58351 1.09982 0.84567
H 2.67938 -0.36252 -0.56730
H 1.88963 -0.32081 -2.13347
H 1.70868 -1.74053 -1.03925
H -3.15927 0.84097 -0.12972
H -2.90564 0.05683 1.32517
*
```

Output
**E_LUMO**: -1.752 eV
**HOMO energy**: -8.155 eV

Results of the natural (NBO) charge analysis, in e, for atoms 1 through 4: -0.521 -0.972 -0.863 0.136



Verdict on stability: w comes out on top.